Entry 1:
A 2-piece molecular cluster, C26H52F6INO3P overall, computed with wB97M-V/def2-TZVPD.

- E (eV) = -69137.1463
- E_HOMO (hartree) = -0.268
- Kohn-Sham gap (eV) = 9.3020
- total charge = -1

Positions of all 90 atoms, in Å:
C  -2.506  1.192  4.791
C  -2.450  2.102  6.031
C  -1.327  3.147  5.984
C  0.078  2.545  5.859
C  1.037  3.534  5.169
C  1.025  3.386  3.618
C  0.786  4.704  2.887
C  -0.654  5.230  2.956
C  -1.666  4.223  2.367
C  -2.429  4.734  1.134
C  -1.925  4.087  -0.169
C  -1.937  2.530  -0.096
C  -2.712  1.881  -1.260
C  -1.761  1.573  -2.450
C  -1.566  0.044  -2.672
C  -1.420  -0.251  -4.168
C  -0.857  -1.670  -4.481
O  -0.500  -2.334  -3.288
C  -0.883  -3.676  -3.215
C  0.326  -4.567  -3.641
O  1.534  -3.839  -3.565
C  2.538  -4.400  -4.288
I  2.581  -3.580  -6.346
C  3.897  -4.106  -3.654
C  4.551  -5.362  -3.063
C  5.257  -6.229  -4.123
N  -1.315  -3.921  -1.835
C  -2.148  -5.117  -1.723
C  -0.223  -3.924  -0.911
C  0.141  -2.609  -0.254
O  0.380  -4.908  -0.617
H  -2.006  0.246  4.989
H  -3.549  0.933  4.607
H  -2.078  1.677  3.918
H  -2.330  1.519  6.948
H  -3.394  2.643  6.134
H  -1.527  3.859  5.186
H  -1.357  3.714  6.922
H  0.021  1.657  5.227
H  0.454  2.198  6.822
H  2.048  3.275  5.492
H  0.879  4.573  5.468
H  2.010  3.020  3.314
H  0.323  2.600  3.345
H  1.430  5.479  3.314
H  1.068  4.615  1.837
H  -0.680  6.139  2.347
H  -0.925  5.552  3.963
H  -2.415  3.974  3.121
H  -1.116  3.305  2.164
H  -2.281  5.812  1.021
H  -3.507  4.603  1.239
H  -0.933  4.485  -0.379
H  -2.614  4.365  -0.969
H  -0.906  2.182  -0.065
H  -2.483  2.285  0.815
H  -3.106  0.947  -0.863
H  -3.496  2.553  -1.608
H  -2.090  1.997  -3.399
H  -0.782  1.965  -2.182
H  -2.433  -0.512  -2.318
H  -0.688  -0.229  -2.095
H  -0.852  0.530  -4.673
H  -2.426  -0.190  -4.591
H  -1.615  -2.197  -5.069
H  0.005  -1.533  -5.141
H  -1.729  -3.935  -3.857
H  0.324  -5.466  -3.023
H  0.162  -4.824  -4.696
H  2.414  -5.470  -4.440
H  3.793  -3.351  -2.876
H  4.590  -3.686  -4.377
H  3.786  -5.984  -2.596
H  5.319  -5.049  -2.360
H  5.883  -5.634  -4.785
H  4.575  -6.872  -4.678
H  5.944  -6.886  -3.585
H  -1.771  -5.978  -2.281
H  -2.247  -5.393  -0.678
H  -3.156  -4.856  -2.048
H  -0.056  -2.688  0.812
H  1.168  -2.321  -0.460
H  -0.520  -1.827  -0.620
F  2.182  0.165  -0.275
P  2.717  1.107  0.961
F  3.427  0.829  2.423
F  4.109  0.516  0.321
F  1.511  0.407  1.840
F  1.564  2.183  0.467
F  3.507  2.554  0.994

Cartesian forces, eV/Å:
-0.414 -0.067 0.793
0.215 0.417 -0.089
-0.018 -0.504 0.673
-0.294 0.537 -0.645
0.546 -0.858 -0.190
0.552 0.441 0.512
-0.365 0.146 0.232
0.152 -0.050 -0.587
-0.318 0.610 0.539
0.571 0.009 -0.497
-0.535 -0.446 0.269
-0.690 1.014 -0.304
1.339 0.169 -0.159
-0.387 -0.998 0.369
0.069 1.024 -0.376
-0.149 -0.591 0.257
-0.028 1.399 -0.422
-0.746 -0.322 -0.579
0.990 0.256 0.828
-1.037 0.329 -0.813
-0.162 -0.360 0.526
0.954 0.256 0.299
-0.299 -0.095 -0.231
0.381 -0.083 0.189
-0.033 -0.084 -0.983
0.223 -0.123 0.766
-0.248 -0.420 -0.017
-0.057 0.195 0.037
0.353 1.881 0.435
-0.972 0.344 -0.790
0.281 -1.857 0.226
0.293 0.016 -0.225
0.003 0.021 -0.292
0.003 -0.060 -0.128
-0.076 -0.157 -0.060
-0.065 -0.044 0.010
0.097 -0.051 -0.191
-0.072 0.179 -0.088
0.119 -0.082 -0.001
-0.058 0.167 0.154
0.059 0.177 0.081
-0.255 -0.031 0.108
-0.172 -0.085 -0.044
-0.089 0.092 -0.223
0.201 -0.099 0.001
0.016 -0.174 -0.065
-0.064 0.096 0.063
0.031 -0.168 0.113
0.109 -0.128 0.130
-0.225 -0.051 -0.243
-0.064 0.077 0.191
-0.038 -0.279 -0.003
0.053 -0.099 -0.184
0.227 0.317 -0.181
-0.104 -0.401 0.299
0.320 -0.271 0.205
-0.414 -0.047 -0.298
-0.337 -0.188 0.258
-0.115 0.329 0.138
0.090 0.289 -0.382
0.062 -0.074 0.267
0.004 -0.407 -0.070
0.311 -0.072 0.097
-0.017 0.093 -0.076
0.044 -0.424 0.263
0.210 -0.363 0.133
-0.100 0.224 -0.027
0.358 -0.061 -0.059
0.042 -0.192 0.039
-0.165 -0.068 -0.181
-0.374 0.045 -0.006
0.012 0.063 -0.118
0.152 0.138 0.500
-0.210 -0.025 0.362
-0.180 0.079 -0.228
-0.032 0.180 -0.247
-0.034 -0.204 -0.129
-0.050 -0.110 0.025
0.202 -0.093 0.084
0.008 -0.092 -0.317
0.329 -0.168 0.162
0.129 -0.097 0.192
0.133 0.101 -0.065
-1.099 -0.056 -0.336
0.311 -0.011 0.125
0.904 0.422 0.148
0.875 0.143 0.420
-0.988 -0.154 -0.515
-1.094 -0.342 -0.122
0.907 0.012 0.267

=====

Entry 2:
C4H7NO in the gas phase, computed with wB97M-V/def2-TZVPD.

- E (eV) = -7795.5844
- E_HOMO (alpha / beta) (hartree) = -0.288 / -0.302
- Kohn-Sham gap (alpha / beta) (eV) = 7.7097 / 7.9684
- ΔE to the lowest compared entry with this formula, charge and spin (kcal/mol) = 93.63

Positions of all 13 atoms, in Å:
C  -1.363  -0.919  0.750
N  -0.216  -0.378  0.011
C  0.992  -0.415  0.646
C  -0.220  0.708  -0.774
C  1.024  1.105  -1.417
O  1.228  2.228  -1.850
H  -1.000  -1.758  1.349
H  -2.235  -1.209  0.160
H  -1.643  -0.124  1.452
H  1.202  0.450  1.255
H  1.520  -1.353  0.760
H  -1.085  1.359  -0.860
H  1.796  0.306  -1.482

Cartesian forces, eV/Å:
-0.083 0.051 0.046
0.024 0.269 0.129
0.431 -0.265 0.520
-0.123 0.336 -0.145
-0.222 0.039 0.081
-0.033 -0.219 0.029
-0.107 0.041 -0.247
0.281 0.094 -0.251
-0.213 -0.269 -0.051
0.631 0.090 -0.331
-0.224 -0.036 0.346
-0.089 -0.148 -0.005
-0.271 0.016 -0.122

=====

Entry 3:
A 2-piece molecular cluster, C4H13N2 overall, computed with wB97M-V/def2-TZVPD.

- E (eV) = -7332.4015
- E_HOMO (hartree) = -0.534
- Kohn-Sham gap (eV) = 11.4925
- total charge = +1
- ΔE to the lowest compared entry with this formula, charge and spin (kcal/mol) = 25.04

Positions of all 19 atoms, in Å:
C  -2.597  0.206  0.419
C  -1.737  -0.466  -1.648
N  -1.477  -0.114  -0.466
H  -2.651  -0.548  1.207
H  -3.551  0.213  -0.108
H  -2.432  1.182  0.865
H  -0.935  -0.702  -2.336
H  -2.749  -0.532  -2.039
C  2.292  0.499  -0.620
C  1.886  0.436  0.834
N  0.828  -0.627  1.020
H  3.036  1.277  -0.753
H  2.737  -0.444  -0.949
H  1.444  0.750  -1.252
H  2.719  0.161  1.480
H  1.466  1.372  1.199
H  -0.056  -0.420  0.433
H  0.564  -0.722  1.999
H  1.211  -1.520  0.716

Cartesian forces, eV/Å:
-0.032 -0.187 -0.188
0.079 0.089 -0.156
-0.071 -0.163 0.321
0.030 0.091 0.070
-0.031 0.016 -0.035
0.026 0.089 0.115
0.165 -0.095 0.003
-0.156 0.085 0.026
-0.010 -0.015 0.074
-0.115 -0.133 0.160
0.128 0.159 -0.134
0.128 0.082 -0.002
-0.054 0.041 -0.025
-0.076 -0.043 -0.084
-0.003 0.055 -0.030
-0.026 -0.038 -0.086
0.134 0.094 -0.098
-0.024 -0.007 0.060
-0.092 -0.119 0.008

=====

Entry 4:
A 2-piece molecular cluster, C6H7ClO3 overall, computed with wB97M-V/def2-TZVPD.

- E (eV) = -24992.6039
- E_HOMO (alpha / beta) (hartree) = -0.220 / -0.344
- Kohn-Sham gap (alpha / beta) (eV) = 6.6047 / 6.3960
- 2S+1 = 3
- ⟨S²⟩ = 2.0148

Positions of all 17 atoms, in Å:
C  0.478  -0.331  0.312
C  -1.461  0.451  0.738
C  1.511  0.408  0.647
C  -3.502  0.179  -0.773
C  -2.385  -0.423  0.031
C  2.957  -0.051  0.419
O  1.399  1.640  1.185
O  -3.721  -0.552  0.430
O  -1.588  1.383  1.450
Cl  0.381  -1.938  -0.254
H  -3.574  1.201  -0.770
H  -3.911  -0.480  -1.546
H  -1.795  -1.204  -0.541
H  3.086  -0.710  -0.406
H  3.445  -0.423  1.350
H  3.495  0.869  0.164
H  0.486  1.734  1.377

Cartesian forces, eV/Å:
-1.614 -0.986 0.308
0.036 -2.357 -2.706
1.406 -0.317 -0.061
0.317 -3.376 -0.135
1.535 -0.811 -2.531
-0.109 1.562 1.020
1.530 -0.584 -0.323
0.073 -0.052 1.472
0.818 2.407 2.352
0.338 0.766 0.306
-0.711 2.329 0.044
0.353 1.037 -0.530
-1.427 0.400 1.216
-0.161 -0.761 -0.389
-0.641 0.034 -0.637
0.034 -0.072 0.017
-1.778 0.780 0.578

=====

Entry 5:
C21H24N2O6 as an isolated structure, computed with wB97M-V/def2-TZVPD.

- E (eV) = -37408.5653
- E_HOMO (hartree) = -0.321
- Kohn-Sham gap (eV) = 7.3343
- ΔE to the lowest compared entry with this formula, charge and spin (kcal/mol) = 564.86

Positions of all 53 atoms, in Å:
C  -7.585  -1.270  1.963
H  -6.873  -1.493  2.757
O  -6.932  -0.121  1.093
C  -5.816  -0.358  0.569
C  -5.026  -1.631  0.578
C  -3.843  -1.577  0.235
C  -3.372  -0.520  -0.349
C  -4.096  0.759  -0.777
C  -5.404  0.801  -0.214
N  -6.088  1.931  -0.329
O  -5.566  3.188  -0.553
O  -7.436  2.005  -0.346
H  -3.677  1.416  -1.303
C  -1.908  -0.307  -1.077
O  -1.488  0.516  -1.880
O  -1.341  -1.556  -0.749
C  0.075  -1.849  -1.390
C  0.258  -3.229  -1.516
H  0.454  -3.528  -0.678
H  1.213  -3.281  -1.986
H  -0.550  -3.642  -2.263
C  0.967  -0.944  -0.344
O  1.802  -1.590  0.267
N  1.031  0.348  -0.396
H  0.421  0.934  -1.411
C  2.011  1.178  0.243
C  1.048  1.873  1.102
H  0.471  2.865  0.436
H  0.291  1.421  1.832
H  1.680  2.639  1.827
C  2.868  2.086  -0.697
H  3.313  2.719  -0.172
H  2.284  2.514  -1.389
C  3.906  0.980  -1.344
C  4.956  0.626  -0.337
C  4.977  -0.336  0.337
C  5.930  -0.883  1.054
C  6.934  0.003  1.788
C  6.979  1.256  0.904
C  5.913  1.691  0.059
H  6.162  2.446  -0.371
H  7.662  1.970  1.351
H  7.593  -0.336  2.273
H  5.798  -1.991  1.745
H  4.026  -1.164  0.011
H  3.610  0.161  -1.768
H  4.470  1.573  -2.087
H  2.652  0.352  0.935
H  0.090  -1.079  -2.515
H  -3.307  -2.305  0.346
H  -5.385  -2.266  1.221
H  -8.593  -0.877  2.139
H  -7.560  -2.114  1.177

Cartesian forces, eV/Å:
1.445 0.489 -3.881
-0.604 0.232 0.285
-3.946 -2.169 3.762
2.414 -0.216 -2.935
-9.759 6.428 1.482
2.026 4.187 -2.492
3.979 10.927 -7.219
-3.787 -9.890 7.622
4.581 -3.293 -0.232
-7.371 10.130 -1.858
-0.316 -6.124 1.046
5.419 -1.833 0.481
3.289 5.348 -4.137
-1.494 -4.058 0.729
-0.989 -1.189 1.975
1.796 1.755 -2.160
-2.655 9.715 -0.775
-2.108 1.412 -10.299
1.034 -4.649 9.392
0.816 -0.463 -0.911
1.550 0.263 2.052
1.554 -4.159 -2.725
0.094 -0.999 1.438
-3.008 3.297 -7.220
2.084 -2.662 4.356
0.228 -2.367 2.335
-0.301 8.078 3.166
1.239 -3.309 1.705
1.212 -0.020 -1.649
-1.355 -1.757 -1.308
-1.720 -10.921 -1.673
4.227 5.399 4.399
-2.251 1.544 -2.712
2.626 7.607 2.402
0.807 16.756 -7.019
-5.886 -16.549 3.547
5.256 -2.440 10.209
-12.372 4.532 -14.609
-1.616 -1.064 3.982
0.006 -12.039 5.154
1.757 9.303 -5.481
0.306 0.467 -0.837
9.291 -4.406 7.215
0.096 3.156 -2.789
2.735 2.072 1.186
-2.818 -4.551 -2.346
-0.336 -0.381 -0.187
-1.391 2.567 -1.983
-0.163 -2.792 3.292
6.214 -7.983 1.319
-1.929 -4.049 2.899
0.637 -0.330 0.394
-0.543 0.997 1.614

=====

Entry 6:
A 8-piece molecular cluster, C47H49BBrF7N overall, computed with wB97M-V/def2-TZVPD.

- E (eV) = -140764.6313
- E_HOMO (hartree) = -0.176
- Kohn-Sham gap (eV) = 6.6732
- total charge = -1

Positions of all 106 atoms, in Å:
C  -2.765  -3.342  -0.161
C  -1.505  -4.405  -0.434
C  -1.064  -5.251  0.898
B  -0.057  -4.460  1.930
Br  -0.816  -4.749  3.799
C  0.018  -2.831  1.724
N  1.218  -2.353  2.569
C  1.713  -1.020  1.970
H  -2.235  -2.293  0.032
H  -3.366  -3.666  0.803
H  -3.429  -3.240  -1.125
H  -1.957  -5.203  -1.198
H  -0.617  -3.892  -1.012
H  -0.476  -6.224  0.536
H  -1.993  -5.675  1.509
H  1.029  -4.918  1.901
H  -0.943  -2.325  2.218
H  0.206  -2.473  0.626
H  0.847  -2.061  3.512
H  2.375  -0.437  2.767
H  2.359  -1.336  1.029
H  0.815  -0.360  1.558
F  -0.811  -1.875  -2.339
C  -1.586  -1.000  -2.992
C  -1.967  -1.267  -4.302
C  -2.779  -0.358  -4.981
C  -3.193  0.815  -4.344
C  -2.801  1.077  -3.030
C  -1.998  0.162  -2.349
H  -1.630  -2.179  -4.783
H  -3.089  -0.562  -6.003
H  -3.822  1.525  -4.875
H  -3.121  1.992  -2.538
H  -1.692  0.346  -1.324
F  2.536  1.175  -3.173
C  3.673  0.760  -2.599
C  4.801  1.573  -2.648
C  5.984  1.144  -2.047
C  6.029  -0.100  -1.412
C  4.894  -0.910  -1.372
C  3.708  -0.476  -1.964
H  4.749  2.532  -3.153
H  6.868  1.775  -2.073
H  6.953  -0.436  -0.946
H  4.933  -1.880  -0.881
H  2.814  -1.089  -1.935
F  -4.853  2.357  -1.099
C  -4.362  3.094  -0.094
C  -4.559  2.678  1.218
C  -4.043  3.442  2.265
C  -3.344  4.619  1.989
C  -3.155  5.030  0.668
C  -3.662  4.261  -0.379
H  -5.112  1.766  1.415
H  -4.186  3.122  3.295
H  -2.946  5.217  2.806
H  -2.614  5.949  0.455
H  -3.516  4.561  -1.411
F  5.245  -3.802  -0.396
C  5.661  -4.446  -1.494
C  6.992  -4.835  -1.596
C  7.425  -5.510  -2.738
C  6.522  -5.780  -3.770
C  5.189  -5.381  -3.660
C  4.755  -4.716  -2.514
H  7.680  -4.609  -0.788
H  8.462  -5.825  -2.824
H  6.861  -6.303  -4.661
H  4.490  -5.589  -4.466
H  3.720  -4.407  -2.408
F  1.050  5.363  0.588
C  2.359  5.129  0.423
C  2.797  3.832  0.182
C  4.159  3.588  0.004
C  5.069  4.645  0.080
C  4.621  5.943  0.327
C  3.258  6.188  0.493
H  2.075  3.022  0.135
H  4.510  2.578  -0.192
H  6.132  4.454  -0.054
H  5.332  6.763  0.389
H  2.891  7.192  0.677
F  -7.414  -7.386  3.659
C  -6.105  -7.620  3.493
C  -5.667  -8.918  3.252
C  -4.306  -9.161  3.074
C  -3.395  -8.105  3.150
C  -3.843  -6.806  3.397
C  -5.206  -6.562  3.564
H  -6.389  -9.727  3.205
H  -3.954  -10.171  2.878
H  -2.332  -8.296  3.016
H  -3.132  -5.986  3.460
H  -5.573  -5.557  3.747
F  -3.139  7.499  2.456
C  -2.921  8.759  2.058
C  -2.219  8.994  0.881
C  -1.997  10.306  0.464
C  -2.469  11.370  1.235
C  -3.168  11.125  2.418
C  -3.400  9.812  2.829
H  -1.853  8.155  0.298
H  -1.456  10.500  -0.460
H  -2.291  12.394  0.912
H  -3.531  11.955  3.020
H  -3.949  9.603  3.741

Cartesian forces, eV/Å:
1.640 0.434 0.020
-1.591 -1.332 -0.604
-0.373 -1.178 -0.929
-0.785 0.741 -1.533
-0.105 -0.105 1.238
-0.089 0.819 1.091
-0.641 2.851 -0.359
0.251 -0.569 -0.359
-1.477 -2.084 -0.214
1.139 0.684 -2.136
1.129 -0.246 2.013
0.992 1.609 1.384
-1.729 -0.944 1.460
-1.323 1.865 0.517
1.557 0.994 -1.760
0.687 -0.255 0.109
1.635 -0.699 -1.568
-0.475 -0.599 1.898
0.363 -0.795 -1.310
-1.358 -1.124 -1.834
-1.103 0.951 1.889
1.766 -1.013 0.958
0.059 0.071 -0.086
-0.505 0.555 -0.365
0.019 -0.049 -0.015
0.075 0.204 0.442
0.042 -0.079 -0.035
0.150 -0.273 -0.273
0.034 0.000 0.028
-0.024 0.063 0.108
0.081 0.002 0.173
0.106 -0.123 0.102
0.110 -0.288 -0.119
0.005 -0.074 -0.082
-0.163 0.098 -0.097
0.887 -0.358 0.453
-0.036 0.020 -0.132
-0.271 -0.396 0.039
-0.022 0.134 -0.065
0.041 0.300 -0.110
-0.046 0.048 -0.052
-0.053 -0.078 0.066
-0.161 -0.070 -0.030
-0.176 0.048 -0.074
-0.103 0.439 -0.126
0.037 0.076 0.000
-0.210 -0.086 -0.139
0.399 0.607 0.926
-0.052 -0.065 -0.045
0.123 0.255 -0.449
-0.011 -0.092 0.046
-0.187 -0.373 0.165
-0.024 -0.045 -0.049
0.081 0.065 -0.073
0.012 0.020 -0.212
-0.090 -0.184 -0.220
-0.109 -0.252 0.024
-0.040 -0.049 0.068
0.024 -0.182 0.203
0.302 -0.563 -0.874
0.009 0.036 0.051
-0.470 0.100 -0.084
0.040 0.022 0.065
0.347 0.050 0.276
-0.054 0.074 0.037
-0.112 -0.019 -0.043
-0.176 0.080 0.049
-0.068 0.095 0.165
0.095 0.047 0.190
0.100 -0.017 0.051
-0.245 0.083 0.026
1.096 -0.239 -0.153
-0.079 0.009 -0.009
-0.042 0.407 0.150
-0.086 -0.004 -0.004
-0.180 -0.375 -0.063
-0.082 0.036 0.019
0.045 0.083 0.007
-0.136 0.205 0.091
-0.187 0.028 0.031
-0.158 -0.116 -0.014
-0.009 -0.106 0.006
-0.526 0.053 0.062
1.352 -0.211 -0.169
-0.155 0.006 0.009
0.027 0.524 0.096
-0.101 -0.138 -0.001
-0.238 -0.248 -0.031
-0.114 -0.148 0.000
0.015 0.098 -0.002
-0.098 0.146 0.042
-0.185 0.131 0.021
-0.090 -0.156 0.001
0.017 -0.091 -0.008
-0.011 0.051 0.087
0.165 0.989 -0.294
-0.012 -0.062 -0.005
-0.239 0.035 0.416
0.016 -0.059 -0.026
0.172 -0.264 -0.300
-0.011 -0.054 0.032
-0.035 0.079 0.082
-0.086 -0.081 0.173
-0.035 -0.195 0.066
0.042 -0.182 -0.095
0.072 -0.031 -0.091